Model 1:
This record from OMol25 describes C30H66N2O36S9 as an isolated structure. The level of theory is the ωB97M-V functional and the def2-TZVPD basis.

Each line ends with the Löwdin charge.
CARTESIAN COORDINATES (ANGSTROEM)
1 C -13.5487 -8.0681 -16.0217  -0.091
2 C -12.8894 -6.7107 -15.9003  -0.274
3 N -13.5956 -5.8257 -14.9649  -0.189
4 C -13.2576 -6.1384 -13.5897  -0.270
5 C -14.3625 -5.8868 -12.5463  -0.067
6 C -13.4327 -4.4057 -15.2858  -0.240
7 C -11.9901 -3.8789 -15.2348  -0.083
8 H -14.5140 -8.0134 -16.5266  0.069
9 H -13.6413 -8.5418 -15.0425  0.061
10 H -12.9675 -8.7653 -16.6317  0.071
11 H -11.8726 -6.7827 -15.4871  0.111
12 H -12.7692 -6.3096 -16.9081  0.118
13 H -12.8071 -7.1281 -13.4844  0.108
14 H -12.4183 -5.5275 -13.2232  0.100
15 H -14.5208 -4.8112 -12.5022  0.073
16 H -15.2746 -6.4070 -12.8431  0.059
17 H -14.0814 -6.2840 -11.5727  0.061
18 H -14.1438 -3.9014 -14.6283  0.107
19 H -13.7820 -4.2422 -16.3079  0.109
20 H -11.3369 -4.5257 -15.8270  0.065
21 H -11.5134 -4.0442 -14.2621  0.058
22 H -11.8338 -2.8281 -15.4631  0.072
23 C -18.5861 -11.3657 -9.2729  -0.075
24 C -18.6390 -9.9115 -8.8070  -0.213
25 N -17.7731 -9.0418 -9.6189  -0.169
26 C -17.8231 -7.6736 -9.1355  -0.238
27 C -19.1022 -6.9741 -9.5387  -0.054
28 C -16.3920 -9.5328 -9.7248  -0.235
29 C -15.6584 -8.7599 -10.8171  -0.073
30 H -17.6925 -11.8357 -8.8530  0.063
31 H -18.4545 -11.5247 -10.3478  0.064
32 H -19.4605 -11.9690 -9.0265  0.060
33 H -19.6801 -9.6016 -8.8823  0.098
34 H -18.3419 -9.8743 -7.7488  0.111
35 H -17.7791 -7.6624 -8.0323  0.093
36 H -16.9687 -7.0465 -9.3936  0.115
37 H -19.1704 -5.9462 -9.1807  0.051
38 H -19.2694 -6.9312 -10.6143  0.063
39 H -19.9239 -7.4976 -9.0458  0.068
40 H -16.3590 -10.5827 -9.9975  0.080
41 H -15.8541 -9.3532 -8.7791  0.113
42 H -14.7180 -9.3181 -10.9296  0.075
43 H -15.3139 -7.7751 -10.5189  0.049
44 H -16.1894 -8.8100 -11.7656  0.071
45 C -17.7195 -6.7268 -5.5130  -0.166
46 C -17.2003 -5.6688 -4.5063  -0.155
47 O -17.6838 -4.4027 -4.9194  -0.180
48 S -18.3150 -4.5072 -6.4178  0.644
49 O -17.2166 -4.4440 -7.3384  -0.224
50 O -19.4406 -3.6219 -6.5261  -0.211
51 O -18.7402 -6.0403 -6.2293  -0.214
52 H -18.2346 -7.5414 -5.0068  0.130
53 H -16.9342 -7.1421 -6.1421  0.105
54 H -16.1184 -5.7822 -4.4387  0.129
55 H -17.6507 -5.8436 -3.5295  0.136
56 C -23.3285 -12.8862 -9.6955  -0.160
57 C -22.1980 -13.7471 -10.2939  -0.154
58 O -22.2473 -14.8619 -9.4012  -0.200
59 S -22.3540 -14.3405 -7.8725  0.663
60 O -21.1069 -13.7915 -7.4002  -0.242
61 O -23.0821 -15.2540 -7.0552  -0.206
62 O -23.3025 -13.0800 -8.2869  -0.186
63 H -24.2622 -13.2531 -10.1202  0.130
64 H -23.2245 -11.8214 -9.8933  0.128
65 H -21.2070 -13.2928 -10.2686  0.112
66 H -22.4269 -14.0561 -11.3089  0.133
67 C -17.7885 -5.3920 -15.4507  -0.138
68 C -18.7315 -6.5288 -15.0250  -0.173
69 O -18.4373 -6.6527 -13.6286  -0.210
70 S -18.5088 -5.1550 -13.0427  0.607
71 O -17.7217 -5.0986 -11.8682  -0.218
72 O -19.8565 -4.6517 -13.0271  -0.220
73 O -17.6919 -4.5553 -14.2932  -0.194
74 H -18.1426 -4.7896 -16.2855  0.135
75 H -16.7960 -5.7766 -15.6961  0.122
76 H -18.4585 -7.4940 -15.4343  0.118
77 H -19.7616 -6.2585 -15.2512  0.133
78 C -19.5526 -12.4947 -4.4497  -0.127
79 C -19.4799 -11.3655 -5.4767  -0.185
80 O -20.8343 -10.9372 -5.5236  -0.206
81 S -21.2728 -10.6431 -4.0042  0.648
82 O -22.6857 -10.8078 -3.7940  -0.215
83 O -20.6524 -9.4197 -3.5825  -0.241
84 O -20.4347 -11.9340 -3.4654  -0.196
85 H -18.5945 -12.7363 -3.9978  0.133
86 H -20.0727 -13.3644 -4.8501  0.123
87 H -19.1125 -11.5937 -6.4750  0.114
88 H -18.8015 -10.5745 -5.1422  0.100
89 C -23.5643 -6.6632 -6.1831  -0.143
90 C -22.0794 -6.8259 -5.8651  -0.188
91 O -21.6365 -7.9607 -6.5364  -0.196
92 S -22.8010 -8.7580 -7.3390  0.670
93 O -23.4113 -9.7563 -6.4984  -0.225
94 O -22.3471 -9.1605 -8.6407  -0.239
95 O -23.7917 -7.4439 -7.3701  -0.198
96 H -23.8465 -5.6522 -6.4783  0.131
97 H -24.2972 -7.0022 -5.4497  0.133
98 H -21.9937 -6.7569 -4.7763  0.139
99 H -21.5012 -5.9542 -6.1818  0.116
100 C -14.0359 -9.1504 -5.9160  -0.146
101 C -14.1329 -10.6723 -5.9337  -0.142
102 O -15.3214 -10.9812 -5.1844  -0.200
103 S -15.5191 -9.8995 -4.0104  0.647
104 O -14.5985 -10.1985 -2.9530  -0.214
105 O -16.9233 -9.7578 -3.7597  -0.226
106 O -14.9665 -8.6775 -4.9319  -0.219
107 H -14.3960 -8.7332 -6.8606  0.114
108 H -13.0865 -8.6478 -5.7360  0.135
109 H -13.3117 -11.2060 -5.4586  0.136
110 H -14.3279 -11.0367 -6.9388  0.093
111 C -20.3757 -2.5621 -9.5874  -0.153
112 C -20.9775 -3.9573 -9.6361  -0.156
113 O -22.3627 -3.6363 -9.7536  -0.187
114 S -22.7788 -2.3401 -8.8800  0.639
115 O -23.1967 -2.7309 -7.5639  -0.241
116 O -23.6364 -1.5023 -9.6692  -0.231
117 O -21.2932 -1.7357 -8.8495  -0.192
118 H -20.1792 -2.0475 -10.5275  0.135
119 H -19.4597 -2.5253 -8.9971  0.121
120 H -20.7037 -4.4646 -8.7117  0.104
121 H -20.6257 -4.4760 -10.5234  0.113
122 C -19.5334 -9.6117 -12.5759  -0.180
123 C -18.5393 -10.3249 -13.4719  -0.195
124 O -19.2822 -10.6698 -14.6186  -0.184
125 S -20.6156 -9.7431 -14.8625  0.690
126 O -21.8578 -10.4410 -14.8015  -0.208
127 O -20.3456 -8.8646 -15.9707  -0.240
128 O -20.3298 -8.8988 -13.4915  -0.197
129 H -19.0444 -8.8903 -11.9290  0.110
130 H -20.1030 -10.4036 -12.0817  0.132
131 H -18.0179 -11.1536 -12.9881  0.124
132 H -17.6869 -9.6670 -13.6894  0.121
133 C -14.9672 -13.7575 -11.9722  -0.160
134 C -13.5043 -13.3379 -11.7682  -0.162
135 O -13.2746 -13.3383 -10.3704  -0.183
136 S -14.6215 -13.4998 -9.5194  0.658
137 O -14.7679 -12.4106 -8.6039  -0.233
138 O -14.7305 -14.8695 -9.0941  -0.211
139 O -15.6043 -13.2633 -10.8018  -0.213
140 H -15.0996 -14.8377 -12.0494  0.134
141 H -15.4356 -13.2222 -12.7950  0.133
142 H -13.3381 -12.3321 -12.1628  0.129
143 H -12.7899 -13.9661 -12.2984  0.135

Values from the calculation:
- HOMO-LUMO gap: 8.42 eV
- LUMO level: -0.424 eV

---

Model 2:
This record from OMol25 describes a 11-piece molecular cluster, C30H66N2O36S9 overall. The level of theory is the ωB97M-V functional and the def2-TZVPD basis.

Each line ends with the Löwdin charge.
CARTESIAN COORDINATES (ANGSTROEM)
1 C 46.9759 15.4093 -20.1622  -0.070
2 C 48.1884 15.8462 -21.0081  -0.236
3 N 49.5308 15.6876 -20.4093  -0.155
4 C 49.7892 14.2310 -20.2687  -0.268
5 C 51.2131 13.9890 -19.9293  -0.083
6 C 49.6283 16.4532 -19.1624  -0.210
7 C 49.5749 18.0177 -19.3385  -0.039
8 H 46.7946 16.1086 -19.3460  0.068
9 H 47.1476 14.4533 -19.6675  0.064
10 H 46.1190 15.3750 -20.8350  0.047
11 H 48.1656 15.1139 -21.8150  0.088
12 H 48.0562 16.8454 -21.4232  0.103
13 H 49.1177 13.8804 -19.4850  0.101
14 H 49.5386 13.6094 -21.1283  0.106
15 H 51.2270 12.9299 -19.6720  0.075
16 H 51.7874 14.0602 -20.8530  0.042
17 H 51.6828 14.5903 -19.1509  0.077
18 H 50.5448 16.2717 -18.6010  0.089
19 H 48.8416 16.1097 -18.4907  0.106
20 H 48.5394 18.2594 -19.5782  0.049
21 H 50.1885 18.4175 -20.1458  0.065
22 H 49.9190 18.6278 -18.5033  0.046
23 C 52.2027 20.2315 -18.2785  -0.049
24 C 53.3704 20.9834 -19.0975  -0.243
25 N 53.3326 22.3935 -19.3418  -0.166
26 C 53.0555 23.1888 -18.1397  -0.240
27 C 54.0896 23.1264 -16.9995  -0.071
28 C 54.6274 22.7123 -20.0285  -0.262
29 C 54.5688 24.0764 -20.6471  -0.102
30 H 52.2963 20.2774 -17.1935  0.049
31 H 52.2083 19.1715 -18.5324  0.063
32 H 51.1929 20.6155 -18.4233  0.058
33 H 54.3492 20.6049 -18.8028  0.111
34 H 53.1735 20.5502 -20.0782  0.083
35 H 52.8219 24.2241 -18.3880  0.102
36 H 52.0700 22.8067 -17.8734  0.092
37 H 54.3697 22.0884 -16.8203  0.062
38 H 55.0519 23.5432 -17.2969  0.061
39 H 53.6389 23.5474 -16.1008  0.071
40 H 55.1421 22.0103 -20.6845  0.120
41 H 55.4394 22.8083 -19.3076  0.093
42 H 54.4505 24.8432 -19.8815  0.060
43 H 53.6449 24.0745 -21.2256  0.077
44 H 55.4023 24.4190 -21.2603  0.074
45 C 46.8477 17.1848 -26.7315  -0.156
46 C 46.2759 15.8602 -27.2481  -0.207
47 O 47.1717 14.8761 -26.9039  -0.176
48 S 48.2525 15.3119 -25.7477  0.731
49 O 49.5703 15.3016 -26.3835  -0.241
50 O 47.9863 14.5423 -24.5456  -0.243
51 O 47.6506 16.8709 -25.6114  -0.225
52 H 46.1239 17.9241 -26.3885  0.142
53 H 47.6267 17.5266 -27.4130  0.132
54 H 46.2529 15.8942 -28.3373  0.136
55 H 45.2653 15.6671 -26.8881  0.112
56 C 46.3327 19.1697 -22.8368  -0.208
57 C 45.4292 18.7527 -21.7074  -0.156
58 O 45.9918 19.2761 -20.4673  -0.223
59 S 46.7224 20.7338 -20.7480  0.808
60 O 47.8552 20.9720 -19.8381  -0.237
61 O 45.6394 21.7659 -20.9005  -0.279
62 O 47.1967 20.0917 -22.2572  -0.212
63 H 45.7727 19.7595 -23.5626  0.132
64 H 46.8160 18.2998 -23.2815  0.105
65 H 45.1577 17.7064 -21.5673  0.114
66 H 44.4710 19.2606 -21.8161  0.123
67 C 44.7981 12.1401 -16.8563  -0.135
68 C 44.2625 12.9894 -15.6938  -0.173
69 O 43.2874 13.8252 -16.2816  -0.194
70 S 43.6858 14.2306 -17.8211  0.716
71 O 44.2627 15.5651 -17.9724  -0.237
72 O 42.4818 14.0571 -18.6755  -0.283
73 O 44.7056 12.9787 -18.0453  -0.211
74 H 44.2183 11.2328 -17.0256  0.129
75 H 45.8368 11.8711 -16.6643  0.132
76 H 45.0593 13.6044 -15.2754  0.134
77 H 43.7789 12.4206 -14.8997  0.139
78 C 50.5509 11.7433 -23.9431  -0.146
79 C 51.7049 11.7762 -22.9471  -0.183
80 O 52.4496 12.9278 -23.2219  -0.213
81 S 51.6572 14.0295 -24.1165  0.738
82 O 52.6733 14.6556 -24.9568  -0.234
83 O 50.8431 14.9052 -23.2350  -0.241
84 O 50.7642 12.8323 -24.8318  -0.203
85 H 49.5886 11.9640 -23.4811  0.132
86 H 50.6656 10.8260 -24.5207  0.138
87 H 52.3355 10.8974 -23.0815  0.131
88 H 51.4564 11.7256 -21.8870  0.119
89 C 50.9333 17.9219 -23.1065  -0.143
90 C 51.9410 17.6902 -24.2979  -0.137
91 O 52.6049 18.9614 -24.4643  -0.207
92 S 52.7526 19.7429 -23.0799  0.706
93 O 52.8386 21.1812 -23.2297  -0.223
94 O 53.6908 18.9980 -22.2002  -0.272
95 O 51.2077 19.2907 -22.6526  -0.224
96 H 51.1577 17.3073 -22.2346  0.098
97 H 49.9263 17.6125 -23.3864  0.116
98 H 51.3323 17.4982 -25.1815  0.127
99 H 52.5980 16.8633 -24.0284  0.084
100 C 51.7571 17.8364 -12.9619  -0.196
101 C 51.7518 18.7908 -14.1443  -0.191
102 O 50.8982 18.1878 -15.0970  -0.208
103 S 51.0133 16.4880 -14.9377  0.746
104 O 51.8013 15.8874 -15.9906  -0.245
105 O 49.6497 15.9598 -14.7167  -0.268
106 O 51.8589 16.5814 -13.5385  -0.205
107 H 50.7954 17.7906 -12.4509  0.134
108 H 52.5385 17.9216 -12.2067  0.141
109 H 52.6921 18.8778 -14.6887  0.133
110 H 51.3801 19.7805 -13.8789  0.121
111 C 55.1588 15.7769 -22.9514  -0.211
112 C 54.8936 14.6410 -21.9749  -0.198
113 O 55.9192 14.7844 -21.0494  -0.198
114 S 57.3021 15.4974 -21.6421  0.801
115 O 58.3765 14.5120 -21.8877  -0.273
116 O 57.7327 16.6814 -20.8403  -0.269
117 O 56.5455 15.9286 -23.0969  -0.177
118 H 54.7199 16.6619 -22.4908  0.114
119 H 54.7118 15.5673 -23.9231  0.118
120 H 54.9643 13.7054 -22.5297  0.130
121 H 53.9992 14.8467 -21.3868  0.134
122 C 43.3272 13.6348 -21.9935  -0.181
123 C 44.2385 12.7254 -22.7943  -0.214
124 O 45.2870 13.5106 -23.1768  -0.185
125 S 44.7951 15.0381 -23.5068  0.755
126 O 44.0608 15.1093 -24.7783  -0.245
127 O 45.9001 15.9841 -23.3062  -0.250
128 O 43.7018 14.9426 -22.2708  -0.187
129 H 43.4044 13.4274 -20.9262  0.112
130 H 42.3080 13.5211 -22.3628  0.140
131 H 43.7899 12.2319 -23.6564  0.134
132 H 44.6507 11.9419 -22.1584  0.139
133 C 48.2011 23.5631 -17.5589  -0.169
134 C 47.5808 23.6673 -16.1271  -0.183
135 O 47.5615 22.3755 -15.6426  -0.199
136 S 48.8030 21.4623 -16.1394  0.758
137 O 48.2641 20.2034 -16.7450  -0.253
138 O 49.8932 21.4203 -15.1865  -0.248
139 O 49.1830 22.5917 -17.3617  -0.232
140 H 48.7150 24.4495 -17.9306  0.138
141 H 47.5319 23.1513 -18.3145  0.114
142 H 46.5444 24.0010 -16.1780  0.137
143 H 48.2045 24.2974 -15.4931  0.131

Values from the calculation:
- Structure (SMILES): O=S1(=O)OCCO1.O=S1(=O)OCCO1.O=S1(=O)OCCO1.O=S1(=O)OCCO1.O=S1(=O)OCCO1.O=S1(=O)OCCO1.O=S1(=O)OCCO1.O=S1(=O)OCCO1.O=S1(=O)OCCO1.CCN(CC)CC.CCN(CC)CC
- HOMO-LUMO gap: 7.62 eV
- LUMO level: -0.058 eV

---

Ranking the structures above from most stable to least stable yields model 1, model 2.